No. 1
Entry from OMol25: a gas-phase ion, C3H6N4 (charge +2) at a distorted geometry (ωB97M-V with the def2-TZVPD basis set).

As for the total charge: +2. The calculation puts the HOMO energy (alpha / beta) at -19.43 / -23.36 eV. The multiplicity is 3. The value obtained for the LUMO energy (alpha / beta) is -0.4243 / -0.5313 Ha. The calculation puts the energy above the lowest of the compared OMol25 structures with the same formula, charge and spin at 160.4 kJ/mol. As for the expectation value of S²: 2.02. As for the total energy: -336.021492 Eh.

```
13
Properties=species:S:1:pos:R:3:forces:R:3:mulliken_charge:R:1
C -1.534570 0.954326 0.699351 -2.7 0.2 -1.2 -0.025
C 0.322270 -0.211808 -0.108734 -1.1 1.9 1.4 0.589
C 1.760794 -0.319662 -0.157116 -1.0 1.1 2.5 -0.916
N -1.809183 -0.635125 -0.954540 -1.2 1.4 1.1 -0.157
N -2.255958 0.262400 -0.279227 1.5 1.0 2.3 0.233
N -0.178414 0.903219 0.574898 0.2 -3.2 -2.1 -0.021
N -0.563411 -1.035478 -0.664039 2.1 -2.9 -1.3 0.150
H -2.035383 1.517690 1.498148 0.0 0.0 -0.7 0.427
H 2.100584 -1.255755 0.223459 0.6 -0.8 0.5 0.419
H 2.077920 0.571114 0.447490 0.8 -1.2 -0.9 0.273
H 1.927667 -0.293668 -1.173782 1.3 0.3 -2.5 0.393
H 0.515689 1.561917 0.923650 -0.5 0.3 0.5 0.276
H -0.327999 -2.019176 -1.029555 -0.1 1.8 0.5 0.358
```
Positions in Å, forces in eV/Å.

---

No. 2
Entry from OMol25: a single C3H6N4O molecule at a distorted geometry (ωB97M-V with the def2-TZVPD basis set).

As for the total charge: 0. The calculation puts the HOMO energy at -8.41 eV. The multiplicity is 1. The value obtained for the LUMO energy is 0.0172 Ha. The calculation puts the energy above the lowest of the compared OMol25 structures with the same formula, charge and spin at 377.6 kJ/mol. As for the SMILES: Nn1ccc(=O)n1N. As for the total energy: -412.065136 Eh.

```
14
Properties=species:S:1:pos:R:3:forces:R:3:mulliken_charge:R:1
N 1.491023 0.998998 -0.911379 -0.1 0.6 1.3 -0.672
N 0.252129 0.446513 -0.605101 -2.3 3.3 -2.2 0.320
C -0.755416 1.426757 -0.243311 1.4 -3.1 0.3 -0.165
C -1.525826 0.810400 0.700017 -2.6 2.5 0.4 -0.634
C -1.132833 -0.511937 1.016059 3.9 0.5 -0.1 0.508
O -1.417006 -1.304739 1.868527 -1.0 -0.6 -0.2 -0.582
N 0.121008 -0.601332 0.240712 0.2 -2.4 1.7 0.125
N 0.567612 -1.840047 -0.156973 -0.9 -0.6 -0.7 -0.519
H 2.020693 1.053549 -0.052524 0.3 0.3 0.4 0.239
H 2.029563 0.444882 -1.522622 0.2 -1.0 -1.0 0.256
H -0.709647 2.397671 -0.748906 -0.1 -0.5 0.6 0.398
H -2.397763 1.197416 1.274595 0.8 0.0 -0.9 0.327
H 1.533973 -2.144615 -0.105336 -0.5 0.7 0.3 0.203
H -0.077509 -2.373515 -0.753759 0.8 0.5 0.4 0.196
```
Positions in Å, forces in eV/Å.

---

No. 3
Entry from OMol25: a single C3H6N4O molecule at a distorted geometry (ωB97M-V with the def2-TZVPD basis set).

As for the total charge: 0. The calculation puts the HOMO energy at -9.59 eV. The multiplicity is 1. The value obtained for the LUMO energy is 0.0100 Ha. The calculation puts the energy above the lowest of the compared OMol25 structures with the same formula, charge and spin at 571.9 kJ/mol. As for the SMILES: [H]/N=C1/CO/C(=N/[H])NN1. As for the total energy: -411.991110 Eh.

```
14
Properties=species:S:1:pos:R:3:forces:R:3:mulliken_charge:R:1
H 0.686922 2.772054 0.151771 0.5 -0.7 -2.5 0.269
N 1.058801 2.228867 -0.726238 0.6 -2.7 1.7 -0.664
C 0.720028 0.968865 -0.453841 -1.5 5.0 -1.2 0.500
C 0.998984 -0.326576 -1.078674 1.9 -1.9 0.9 -0.463
O -0.084463 -1.315872 -1.068251 -0.5 0.7 2.8 -0.353
C -0.925717 -1.378025 0.100019 0.0 1.1 -1.2 0.489
N -2.026121 -2.089858 0.055275 2.7 3.1 3.8 -0.593
H -2.378469 -1.788342 1.077829 0.2 -1.3 -2.7 0.246
N -0.355446 -0.370135 1.140719 -4.0 -1.1 0.3 -0.419
N -0.362856 0.973314 0.469189 4.5 -0.7 4.7 -0.408
H 2.097142 -0.687217 -0.801804 -2.4 0.1 0.6 0.227
H 1.222268 -0.265287 -2.077984 0.0 0.8 -2.7 0.408
H -1.099981 -0.093423 1.936228 1.8 -1.8 -2.3 0.358
H 0.448909 1.371635 1.275761 -3.7 -0.6 -2.1 0.403
```
Positions in Å, forces in eV/Å.

---

No. 4
Entry from OMol25: 2 unconnected molecules or ions with the total composition C3H6N4O at a distorted geometry (ωB97M-V with the def2-TZVPD basis set).

As for the total charge: 0. The calculation puts the HOMO energy at -9.88 eV. The multiplicity is 1. The value obtained for the LUMO energy is 0.0416 Ha. The calculation puts the energy above the lowest of the compared OMol25 structures with the same formula, charge and spin at 316.9 kJ/mol. As for the SMILES: Cc1nn[nH]n1.C=O. As for the total energy: -412.088243 Eh.

```
14
Properties=species:S:1:pos:R:3:forces:R:3:mulliken_charge:R:1
C 0.076153 1.532992 0.364818 -1.0 -1.2 -0.1 -0.902
C -0.986608 0.441228 0.081326 0.3 2.9 -0.3 0.531
N -0.622951 -0.833529 0.005518 2.0 1.0 0.5 0.149
N -1.657945 -1.469451 -0.222833 -2.9 -5.4 -0.9 -0.744
N -2.685301 -0.698107 -0.279032 1.9 3.6 0.3 0.387
N -2.314072 0.598292 -0.129381 1.5 -0.4 0.6 -0.576
H -0.398228 2.194362 1.056849 0.2 0.7 0.6 0.297
H 0.404098 2.084389 -0.482141 -0.6 0.6 -1.2 0.277
H 1.076460 1.181228 0.647728 -0.8 -0.6 0.7 0.318
H -3.633307 -0.863412 -0.493875 -0.8 -1.0 -0.3 0.238
C 2.679639 -1.052370 -0.176948 0.8 -2.6 0.6 -0.048
O 2.830941 0.105942 -0.056286 1.1 2.7 -0.1 -0.395
H 1.682832 -1.422004 -0.075632 -1.0 -1.0 -0.3 0.239
H 3.548294 -1.799561 -0.240117 -0.7 0.8 -0.2 0.228
```
Positions in Å, forces in eV/Å.

---

No. 5
Entry from OMol25: 2 unconnected molecules or ions with the total composition C3H6N4O at a distorted geometry (ωB97M-V with the def2-TZVPD basis set).

As for the total charge: 0. The calculation puts the HOMO energy at -9.30 eV. The multiplicity is 1. The value obtained for the LUMO energy is -0.0082 Ha. The calculation puts the energy above the lowest of the compared OMol25 structures with the same formula, charge and spin at 866.1 kJ/mol. As for the total energy: -411.879069 Eh.

```
14
Properties=species:S:1:pos:R:3:forces:R:3:mulliken_charge:R:1
C 0.189305 1.420067 2.611023 -0.3 -3.3 -2.2 -0.207
C -0.484073 -0.753191 0.118115 -1.5 1.7 -0.9 0.707
C 0.660515 -0.369954 -2.286834 2.9 4.6 2.1 0.045
H 0.274242 1.321619 3.797994 -0.1 0.3 -2.8 0.278
H -0.079389 2.737720 2.066058 0.9 -4.8 1.6 0.252
H -1.623742 -2.262173 0.115905 0.5 1.4 1.7 0.214
H -0.703954 -1.584804 -1.520886 0.8 -1.0 -0.3 0.229
H 1.160299 -1.174148 -3.049432 -1.7 2.3 1.8 0.282
H 0.637285 1.550781 -1.466887 0.7 -1.9 -1.9 0.339
N 0.277615 0.124774 1.936290 -0.5 10.0 1.5 -0.228
N -1.397122 -1.433686 0.780318 1.9 0.3 -3.0 -0.629
N 0.077764 -1.088632 -1.086772 -1.2 -1.7 -4.5 -0.325
N 1.008401 0.981252 -2.330101 -2.3 -5.2 1.0 -0.596
O 0.002852 0.530374 0.315210 -0.2 -2.7 5.8 -0.361
```
Positions in Å, forces in eV/Å.

---

No. 6
Entry from OMol25: a single C3H6N4O molecule at a distorted geometry (ωB97M-V with the def2-TZVPD basis set).

As for the total charge: 0. The calculation puts the HOMO energy at -8.17 eV. The multiplicity is 1. The value obtained for the LUMO energy is 0.0069 Ha. The calculation puts the energy above the lowest of the compared OMol25 structures with the same formula, charge and spin at 745.9 kJ/mol. As for the SMILES: Cn1onc/c1=N\N. As for the total energy: -411.924835 Eh.

```
14
Properties=species:S:1:pos:R:3:forces:R:3:mulliken_charge:R:1
C -1.811392 -1.407445 0.041585 6.5 0.0 3.5 -0.791
N -0.964553 -0.071030 -0.158869 -5.2 -1.8 0.5 0.055
O -1.782345 1.107925 0.194962 1.1 -0.4 -1.2 -0.166
N -0.936010 2.211453 0.018451 3.5 -4.0 1.0 -0.316
C 0.305108 1.638062 0.033423 -1.7 5.5 -0.5 -0.045
C 0.334830 0.197441 0.094861 -3.6 0.6 -0.8 0.487
N 1.276233 -0.615319 0.051188 -3.5 -2.0 0.3 -0.480
N 2.344183 0.157511 0.190068 8.6 -1.4 -3.0 -0.634
H -1.765973 -1.701188 1.244858 -0.8 0.9 -3.3 0.258
H -1.140532 -2.176640 -0.452878 -0.4 0.9 0.8 0.325
H -2.655180 -1.512438 -0.527397 -2.5 0.9 -0.8 0.365
H 1.143681 2.394136 -0.108252 -1.1 -1.5 0.4 0.379
H 2.618881 0.502830 -0.887334 -0.5 -0.8 3.2 0.236
H 3.033075 -0.725296 0.265334 -0.4 3.4 0.1 0.327
```
Positions in Å, forces in eV/Å.